C9H6AuCl5N2S | ωB97M-V/def2-TZVPD

Geometry (Å):
Au: 1.315 0.682 -1.667
Cl: 3.359 -1.858 -1.503
C: 1.676 -2.256 -1.384
C: 0.729 -1.241 -1.451
C: -0.607 -1.589 -1.318
Cl: -1.825 -0.338 -1.335
C: -1.010 -2.912 -1.159
Cl: -2.679 -3.315 -1.027
C: -0.047 -3.916 -1.116
Cl: -0.527 -5.560 -0.948
C: 1.304 -3.587 -1.211
Cl: 2.494 -4.827 -1.126
S: 2.019 0.724 1.494
C: 0.709 1.750 1.386
N: -0.586 1.388 1.465
C: -1.513 2.481 1.215
C: -0.577 3.708 1.182
N: 0.745 3.091 1.178
H: -0.832 0.422 1.335
H: -2.249 2.556 2.014
H: -2.043 2.346 0.270
H: -0.721 4.352 2.050
H: -0.727 4.305 0.284
H: 1.593 3.594 1.371

HOMO = -8.25 eV
LUMO level = -0.0348 hartree
Orbital gap = 7.30 eV
Relative energy (zero: lowest compared OMol25 entry of this formula, charge and spin) = 171.7 kJ/mol